Arrangement a

A single C22H24F3NO3 molecule. Source: the Open Molecules 2025 dataset; level of theory: wB97M-V/def2-TZVPD.

```
53
Properties=species:S:1:pos:R:3
O -2.021 -2.409 3.613
C -1.321 -1.769 2.861
C -0.514 -2.462 1.811
C -0.819 -3.801 1.562
C -0.136 -4.523 0.602
C 0.869 -3.916 -0.130
C 1.185 -2.586 0.122
C 2.260 -1.936 -0.704
F 3.308 -2.750 -0.917
F 2.751 -0.820 -0.155
F 1.804 -1.599 -1.927
C 0.506 -1.853 1.083
C -1.254 -0.260 2.913
C -2.006 0.291 4.125
C -1.963 1.815 4.099
C -2.494 2.342 2.768
N -1.708 1.784 1.686
C -1.952 2.397 0.392
C -0.840 2.045 -0.559
C -1.083 1.529 -1.820
C -0.044 1.219 -2.685
C 1.272 1.420 -2.287
O 2.370 1.168 -3.049
C 2.197 0.600 -4.326
C 3.593 0.319 -4.892
O 3.548 -0.171 -6.206
C 1.524 1.929 -1.010
C 0.482 2.234 -0.164
C -1.862 0.346 1.639
H -1.606 -4.257 2.143
H -0.384 -5.557 0.421
H 1.414 -4.463 -0.885
H 0.790 -0.827 1.256
H -0.207 0.054 2.968
H -1.561 -0.090 5.045
H -3.040 -0.056 4.089
H -2.556 2.223 4.918
H -0.932 2.151 4.220
H -2.401 3.431 2.739
H -3.565 2.087 2.668
H -2.927 2.100 -0.033
H -1.966 3.482 0.537
H -2.101 1.366 -2.146
H -0.276 0.822 -3.660
H 1.661 1.300 -4.988
H 1.628 -0.337 -4.266
H 4.193 1.236 -4.826
H 4.078 -0.456 -4.295
H 3.153 0.496 -6.779
H 2.550 2.069 -0.711
H 0.680 2.622 0.823
H -1.351 -0.027 0.749
H -2.926 0.050 1.573
```

As for the SMILES: O=C(c1cccc(C(F)(F)F)c1)[C@@H]1CCCN(Cc2ccc(OCCO)cc2)C1. For the HOMO energy, the calculation gives -8.42 eV. Its multiplicity is 1. Its charge is 0.



Arrangement b

A single C22H24F3NO3 molecule. Source: the Open Molecules 2025 dataset; level of theory: wB97M-V/def2-TZVPD.

```
53
Properties=species:S:1:pos:R:3
O -1.767 1.331 -3.479
C -1.072 1.189 -2.498
C -1.683 1.123 -1.134
C -0.987 1.358 0.049
C -1.620 1.234 1.274
C -2.956 0.879 1.341
C -3.659 0.660 0.163
C -5.122 0.318 0.221
F -5.457 -0.336 1.345
F -5.517 -0.455 -0.801
F -5.898 1.419 0.184
C -3.034 0.787 -1.066
C 0.418 0.980 -2.582
C 0.931 1.112 -4.017
C 2.417 0.767 -4.085
C 2.678 -0.610 -3.460
N 2.170 -0.737 -2.106
C 2.982 -0.030 -1.124
C 2.435 -0.148 0.272
C 2.357 0.965 1.101
C 1.823 0.868 2.369
C 1.333 -0.349 2.840
O 0.811 -0.316 4.101
C 0.153 -1.445 4.623
C -1.260 -1.611 4.038
O -1.948 -2.690 4.611
C 1.426 -1.471 2.023
C 1.982 -1.365 0.760
C 0.759 -0.443 -2.068
H 0.051 1.648 0.032
H -1.064 1.413 2.181
H -3.452 0.771 2.294
H -3.576 0.619 -1.985
H 0.920 1.709 -1.938
H 0.757 2.126 -4.384
H 0.363 0.431 -4.654
H 2.751 0.759 -5.124
H 2.998 1.528 -3.559
H 3.748 -0.827 -3.452
H 2.180 -1.377 -4.062
H 3.978 -0.488 -1.160
H 3.106 1.039 -1.362
H 2.722 1.922 0.753
H 1.767 1.729 3.016
H 0.078 -1.262 5.698
H 0.743 -2.360 4.470
H -1.850 -0.722 4.272
H -1.203 -1.708 2.943
H -1.490 -3.512 4.403
H 1.077 -2.436 2.354
H 2.051 -2.239 0.131
H 0.394 -0.576 -1.049
H 0.257 -1.171 -2.712
```

As for the SMILES: O=C(c1cccc(C(F)(F)F)c1)[C@@H]1CCCN(Cc2ccc(OCCO)cc2)C1. For the HOMO energy, the calculation gives -8.57 eV. Its multiplicity is 1. Its charge is 0.



Most stable structure: arrangement a



Arrangement a

A 2-piece molecular cluster, C8H15NO overall. Source: the Open Molecules 2025 dataset; level of theory: wB97M-V/def2-TZVPD.

```
25
Properties=species:S:1:pos:R:3
H -2.438 -0.362 -0.259
N -2.053 0.294 0.438
C -0.842 0.131 0.697
O -0.002 -0.857 0.195
C -0.582 -2.104 -0.134
C -0.099 1.080 1.602
C 0.494 0.288 2.770
C 0.990 1.839 0.847
H -1.225 -2.013 -1.016
H -1.159 -2.509 0.707
H 0.250 -2.773 -0.362
H -0.844 1.788 1.973
H 1.214 -0.440 2.403
H -0.290 -0.232 3.317
H 0.996 0.964 3.459
H 1.749 1.145 0.490
H 0.567 2.364 -0.008
H 1.466 2.562 1.508
C -1.436 -0.067 -2.675
C -0.242 -0.184 -2.562
C 1.204 -0.242 -2.608
H -2.448 0.093 -2.920
H 1.553 -1.234 -2.324
H 1.623 0.491 -1.924
H 1.553 -0.019 -3.617
```

As for the SMILES: [H]/N=C(\OC)C(C)C.C#CC. For the HOMO energy, the calculation gives -9.78 eV. Its multiplicity is 1. Its charge is 0.



Arrangement b

A single C8H15NO molecule. Source: the Open Molecules 2025 dataset; level of theory: wB97M-V/def2-TZVPD.

```
25
Properties=species:S:1:pos:R:3
C -0.903 -0.157 -0.423
C 0.530 1.418 0.931
C -0.797 -0.750 -1.823
C -2.022 0.876 -0.391
C -1.077 -1.226 0.640
C 0.671 0.722 -0.335
N 1.272 1.206 2.018
C 1.813 -0.240 -0.530
C 2.275 -1.173 0.299
O 0.692 1.840 -1.035
H -0.298 2.102 1.073
H 1.151 1.797 2.828
H 2.121 0.666 1.920
H 2.311 -0.063 -1.477
H -0.061 -1.554 -1.864
H -1.765 -1.166 -2.119
H -0.506 0.033 -2.526
H -1.743 1.742 -0.994
H -2.938 0.447 -0.807
H -2.255 1.206 0.624
H -0.293 -1.981 0.584
H -1.076 -0.804 1.649
H -2.030 -1.743 0.489
H 3.116 -1.794 0.019
H 1.814 -1.403 1.251
```

For the HOMO energy, the calculation gives -7.64 eV. Its multiplicity is 1. Its charge is 0.



Most stable structure: arrangement a



Arrangement a

A 2-piece molecular cluster, C10H10N2 overall. Source: the Open Molecules 2025 dataset; level of theory: wB97M-V/def2-TZVPD.

```
22
Properties=species:S:1:pos:R:3
C -3.688 0.146 -0.358
C -3.107 -1.045 -0.045
C -1.835 -1.140 0.319
N -1.034 -0.127 0.317
C -1.511 1.027 -0.138
C -2.857 1.337 -0.346
H -4.726 0.221 -0.646
H -3.909 -1.923 0.175
H -1.401 -2.100 0.505
H -0.662 1.717 -0.319
H -3.288 2.336 -0.553
C 2.474 1.326 0.344
C 1.384 0.575 0.759
C 1.300 -0.747 0.398
N 2.240 -1.408 -0.334
C 3.325 -0.715 -0.540
C 3.400 0.654 -0.344
H 2.596 2.420 0.381
H 0.658 1.066 1.433
H 0.480 -1.494 0.614
H 4.243 -1.254 -0.944
H 4.253 1.257 -0.832
```

As for the SMILES: c1ccncc1.c1ccncc1. For the HOMO energy, the calculation gives -8.67 eV. Its multiplicity is 1. Its charge is 0.



Arrangement b

A 2-piece molecular cluster, C10H10N2 overall. Source: the Open Molecules 2025 dataset; level of theory: wB97M-V/def2-TZVPD.

```
22
Properties=species:S:1:pos:R:3
C 2.114 1.109 -0.286
N 1.446 0.111 0.207
C 0.363 -0.366 -0.485
C 0.278 -1.804 -0.488
C -0.603 -2.497 -1.343
C -1.433 -1.736 -2.119
C -1.409 -0.365 -2.134
C -0.609 0.307 -1.202
H 3.093 1.470 0.174
H 1.815 1.734 -1.124
H 1.150 -2.241 0.031
H -0.665 -3.562 -1.254
H -2.114 -2.245 -2.871
H -2.159 0.248 -2.657
H -0.655 1.402 -1.127
C -0.943 2.211 1.653
C -0.073 1.569 2.401
C 0.724 0.821 3.044
N 1.015 -0.202 3.700
H -1.061 2.024 0.576
H -1.280 3.117 2.031
H 1.007 -1.104 3.273
```

As for the SMILES: C=Nc1ccccc1.C=C=C=N. For the HOMO energy, the calculation gives -8.49 eV. Its multiplicity is 1. Its charge is 0.



Most stable structure: arrangement a



Arrangement a

A 2-piece molecular cluster, C10H10N2 overall. Source: the Open Molecules 2025 dataset; level of theory: wB97M-V/def2-TZVPD.

```
22
Properties=species:S:1:pos:R:3
C 1.632 0.644 -1.315
C 1.683 -0.771 -1.135
C 2.512 -1.377 -0.141
N 2.869 -0.697 0.908
C 2.762 0.729 0.920
C 2.279 1.378 -0.356
H 1.244 1.318 -2.134
H 1.466 -1.643 -1.961
H 2.549 -2.527 -0.259
H 3.380 1.497 1.684
H 2.344 2.543 -0.512
C -1.731 0.924 1.239
C -2.391 1.314 0.020
C -2.813 0.386 -1.083
N -2.768 -0.857 -0.848
C -2.310 -1.264 0.363
C -1.734 -0.588 1.478
H -1.360 1.721 2.019
H -2.603 2.472 0.026
H -3.075 0.796 -2.020
H -2.307 -2.364 0.416
H -1.683 -1.187 2.387
```

As for the SMILES: c1ccncc1.c1ccncc1. For the HOMO energy, the calculation gives -9.24 eV. Its multiplicity is 1. Its charge is 0.



Arrangement b

A 2-piece molecular cluster, C10H10N2 overall. Source: the Open Molecules 2025 dataset; level of theory: wB97M-V/def2-TZVPD.

```
22
Properties=species:S:1:pos:R:3
C -2.277 1.204 -0.270
C -1.156 0.389 -0.817
C -1.355 -1.028 -0.799
N -2.437 -1.617 -0.293
C -3.430 -0.754 0.274
C -3.348 0.605 0.390
H -2.246 2.239 -0.216
H -0.242 0.765 -1.178
H -0.688 -1.864 -1.050
H -4.197 -1.442 0.438
H -4.038 1.463 0.712
C 1.999 0.030 1.413
C 2.681 -1.069 0.866
C 3.090 -0.976 -0.492
N 2.780 0.027 -1.327
C 2.109 0.992 -0.757
C 1.743 1.130 0.611
H 1.479 -0.027 2.439
H 2.766 -2.020 1.470
H 3.641 -1.872 -0.918
H 1.832 1.759 -1.508
H 1.294 2.066 1.011
```

As for the SMILES: c1ccncc1.c1ccncc1. For the HOMO energy, the calculation gives -9.35 eV. Its multiplicity is 1. Its charge is 0.



Most stable structure: arrangement b